Record 1
Entry from OMol25: a structure of composition C21H30N6Pd at a distorted geometry (wB97M-V/def2-TZVPD).

```
58
Properties=species:S:1:pos:R:3:mulliken_charge:R:1
Pd -0.190 0.377 0.781 0.5408
C -2.382 4.145 1.377 -1.9319
C -1.920 2.782 1.048 0.9264
N -1.078 2.119 1.762 -0.1636
C -0.598 2.484 3.069 -0.7882
C 0.530 1.536 3.513 -0.7255
N 0.218 0.161 3.161 0.0111
C 1.261 -0.852 3.331 -0.9469
C 1.235 -1.823 2.146 -0.5195
N 1.497 -1.053 0.908 -0.2666
C 1.447 -1.813 -0.352 -0.6528
C 0.059 -1.713 -1.026 -0.9884
N -0.040 -0.728 -2.196 0.2014
C -1.464 -0.469 -2.542 0.3915
C -1.972 -1.296 -3.656 -2.1279
C -2.247 0.450 -1.816 0.9774
C -3.587 0.700 -2.243 -1.0767
C -4.350 1.640 -1.592 -1.0357
C -3.796 2.375 -0.546 -0.6527
C -2.489 2.088 -0.139 0.8062
N -1.756 1.127 -0.729 0.1274
H -1.572 4.725 1.818 0.5013
H -3.189 4.131 2.115 0.4705
H -2.743 4.673 0.497 0.5503
H -1.439 2.441 3.776 0.4983
H -0.208 3.509 3.097 0.4099
H 0.689 1.653 4.596 0.4682
H 1.472 1.814 3.023 0.4188
H -0.667 -0.140 3.585 0.2213
H 1.102 -1.420 4.255 0.4336
H 2.239 -0.366 3.391 0.3948
H 0.258 -2.320 2.082 0.3482
H 1.988 -2.605 2.290 0.4894
H 2.410 -0.604 1.017 0.2291
H 1.650 -2.872 -0.157 0.3845
H 2.233 -1.455 -1.025 0.4885
H -0.708 -1.435 -0.270 0.7978
H -0.224 -2.687 -1.433 0.4311
H -2.655 -2.084 -3.312 0.4196
H -1.182 -1.795 -4.216 0.4111
H -2.558 -0.712 -4.368 0.6779
H -4.000 0.159 -3.077 0.5249
H -5.369 1.822 -1.897 0.5201
H -4.390 3.113 -0.031 0.5547
N 0.818 0.406 -2.053 0.1402
C 1.593 0.810 -3.155 0.6242
C 1.216 0.540 -4.483 0.1614
C 2.019 0.954 -5.524 -0.9227
C 3.262 1.556 -5.284 -0.5111
C 3.632 1.846 -3.965 -0.7169
C 2.819 1.474 -2.918 -0.5275
H 0.449 1.148 -1.436 0.2127
H 0.350 -1.234 -3.014 0.7955
H 0.251 0.117 -4.719 0.2932
H 1.660 0.865 -6.544 0.4260
H 3.939 1.764 -6.101 0.4460
H 4.604 2.281 -3.776 0.4200
H 3.149 1.636 -1.904 0.4093
```

Values from the calculation:
Calculated total energy   -34637.53532 eV
Net charge   +4

=====

Record 2
Entry from OMol25: a structure of composition C21H31BBrLuN7PS4Sb (wB97M-V/def2-TZVPD).

```
68
Properties=species:S:1:pos:R:3:mulliken_charge:R:1
Lu 0.137 -0.461 -0.036 1.2961
C -3.602 1.939 1.648 -1.6551
C -2.959 1.123 0.715 -0.8852
N -1.665 0.995 0.993 1.1823
N -1.458 1.723 2.115 -0.2172
C -2.599 2.292 2.527 -0.2046
B -0.095 1.779 2.828 -0.1831
N 0.326 0.349 3.230 0.0464
C 0.653 -0.100 4.451 -0.1631
C 1.013 -1.430 4.345 -1.1853
C 0.874 -1.718 2.982 -0.2966
N 0.457 -0.644 2.324 0.2625
N 0.946 2.394 1.884 -0.1832
C 1.806 3.390 2.145 -0.2268
C 2.693 3.478 1.092 -1.4696
C 2.295 2.453 0.225 -0.4171
N 1.239 1.808 0.702 0.8291
H -4.643 2.215 1.683 0.4360
H -3.377 0.605 -0.128 0.8706
H -2.611 2.903 3.415 0.4361
H -0.197 2.459 3.822 -0.1909
H 0.612 0.560 5.303 0.4250
H 1.335 -2.093 5.131 0.4032
H 1.053 -2.630 2.434 0.4197
H 1.730 3.952 3.063 0.4404
H 3.519 4.160 0.975 0.4176
H 2.751 2.130 -0.699 0.5852
C -3.559 -3.269 -3.700 -1.1869
C -3.473 -2.929 -2.237 0.1454
C -4.150 -3.636 -1.259 -0.6314
C -3.979 -3.307 0.076 -0.8680
C -3.121 -2.269 0.380 0.0785
Br -2.853 -1.886 2.219 -0.1087
N -2.459 -1.567 -0.523 0.5039
C -2.642 -1.909 -1.799 0.2727
H -4.254 -4.093 -3.866 0.3942
H -2.568 -3.557 -4.064 0.1324
H -3.895 -2.413 -4.290 0.2277
H -4.794 -4.464 -1.535 0.3627
H -4.471 -3.853 0.867 0.4281
H -2.034 -1.379 -2.515 0.0962
S 0.157 -3.091 -0.190 -0.6286
Sb 1.532 -2.973 -2.171 0.4483
S 1.947 -0.424 -1.945 -0.3857
S 2.800 -0.776 -0.069 -0.4233
S 0.052 -3.074 -3.940 -0.6925
C -1.663 -0.053 -4.865 -1.0882
C -0.649 0.863 -4.180 -0.7445
P -0.997 1.250 -2.408 1.0267
C -2.743 1.857 -2.495 -0.5221
C -3.132 2.837 -3.603 -1.5902
C -0.057 2.819 -2.161 0.1859
C 0.261 3.717 -3.357 -1.6010
H -1.513 -0.030 -5.947 0.5049
H -2.697 0.252 -4.673 0.2491
H -1.522 -1.086 -4.548 -0.1835
H -0.581 1.808 -4.717 0.5077
H 0.342 0.402 -4.212 0.3761
H -2.940 2.309 -1.523 0.5911
H -3.377 0.966 -2.539 0.2193
H -2.674 3.814 -3.446 0.2954
H -4.215 2.986 -3.615 0.4224
H -2.841 2.485 -4.594 0.3229
H 0.878 2.522 -1.699 -0.4027
H -0.600 3.368 -1.386 0.4266
H 0.946 3.221 -4.047 0.3324
H 0.755 4.626 -3.006 0.4520
H -0.619 4.017 -3.924 0.2822
```

Values from the calculation:
Calculated total energy   -196228.31260 eV
Energy above the lowest of the compared OMol25 structures with the same formula, charge and spin   89.6 kJ/mol
Net charge   -1

=====

Record 3
Entry from OMol25: a structure of composition C21H31BaN5O6S at a distorted geometry (wB97M-V/def2-TZVPD).

```
65
Properties=species:S:1:pos:R:3:mulliken_charge:R:1
O 2.453 -5.787 -1.942 -0.5130
H 3.203 -6.220 -2.386 0.2733
Ba 0.276 -1.316 -0.584 1.7905
N 0.134 -1.577 2.089 0.1397
N -0.187 -3.759 0.322 -0.3412
N 2.198 0.464 -0.015 0.0034
N 2.484 -1.503 -1.946 -0.3431
O 0.105 -0.493 2.788 -0.6436
O 1.776 1.525 0.787 -0.4882
O 1.891 -2.207 -3.068 -0.4054
O -0.709 -3.819 -0.887 -0.6897
C -1.170 -3.414 1.247 0.1870
C -1.023 -2.337 2.170 0.6861
C 2.493 0.860 -1.249 0.7317
C 2.529 -0.199 -2.312 0.4633
C -1.905 -2.105 3.333 -0.9401
H -2.406 -1.129 3.363 -0.0978
H -1.275 -2.178 4.228 0.2621
H -2.643 -2.894 3.339 0.3353
C -2.324 -4.322 1.137 -1.4960
H -1.854 -5.308 1.001 0.3143
H -2.974 -4.178 0.261 0.1930
H -2.904 -4.328 2.041 0.4566
C 2.938 2.258 -1.575 -1.4253
C 2.823 0.165 -3.748 -1.4316
H 3.232 2.746 -0.634 0.3853
H 2.196 2.886 -2.101 0.1725
H 3.818 2.159 -2.224 0.4979
H 2.351 -0.528 -4.467 0.4015
H 3.926 0.078 -3.860 0.3242
H 2.573 1.202 -4.022 0.3352
H 1.357 1.119 1.584 0.2974
H 1.481 -3.068 -2.748 0.3522
C 2.938 -5.060 -0.810 -0.3687
H 2.085 -4.961 -0.139 0.0641
H 3.291 -4.067 -1.108 0.1162
H 3.750 -5.558 -0.275 0.3856
O 2.901 -1.801 1.562 -0.6010
H 3.184 -0.873 1.318 0.3028
H 2.247 -1.656 2.309 0.3220
N -1.414 0.383 -1.103 -0.4851
S -2.572 1.285 -0.536 -0.0909
C -2.137 1.614 1.196 0.5857
C -1.042 2.403 1.537 -0.4132
C -0.825 2.745 2.882 -0.4774
C -1.718 2.299 3.859 -0.4697
C -2.797 1.472 3.516 -0.2433
C -2.998 1.113 2.178 -0.6970
C -2.088 2.830 -1.259 0.2121
C -3.101 3.784 -1.251 -0.5565
C -2.783 5.071 -1.665 -0.5372
C -1.484 5.374 -2.092 -0.6301
C -0.489 4.391 -2.109 -0.4456
C -0.794 3.081 -1.704 0.2280
H -1.367 0.431 -2.125 0.1586
H -0.391 2.780 0.751 0.4678
H 0.038 3.365 3.149 0.3998
H -1.564 2.567 4.909 0.3633
H -3.491 1.107 4.280 0.4392
H -3.821 0.471 1.848 0.3284
H -4.084 3.474 -0.891 0.4067
H -3.568 5.819 -1.634 0.3777
H -1.259 6.395 -2.398 0.3770
H 0.526 4.636 -2.425 0.3303
H -0.036 2.296 -1.694 0.3626
```

Values from the calculation:
Calculated total energy   -53533.96603 eV
Energy above the lowest of the compared OMol25 structures with the same formula, charge and spin   238.4 kJ/mol